Entry from OMol25: a 2-piece molecular cluster, C34H70F3N3O4P overall (wB97M-V/def2-TZVPD).

Atoms and positions in Å:
C: -2.64804 -2.00442 6.20549
C: -3.57908 -0.81766 6.42299
C: -2.90972 0.33506 7.16513
C: -1.89965 1.12037 6.32315
C: -1.82657 2.60679 6.68859
C: -2.78098 3.44243 5.83747
C: -2.27716 3.62336 4.40554
C: -3.38041 3.92681 3.39657
C: -4.44605 2.82793 3.33651
C: -5.15705 2.73129 1.98891
C: -4.22962 2.26017 0.87553
O: -3.47209 1.12884 1.28295
C: -2.08750 1.20073 1.05097
C: -1.74154 1.06650 -0.43355
C: -0.37960 1.61476 -0.86054
C: 0.81936 0.68669 -0.57794
C: 1.59473 0.27142 -1.83693
C: 2.14049 -1.15422 -1.80665
C: 2.94336 -1.50695 -0.55930
C: 3.36923 -2.97808 -0.53373
C: 2.33105 -3.90801 0.12449
C: 2.85261 -4.60362 1.37876
C: 3.93400 -5.65098 1.07711
C: 5.22285 -5.44900 1.84098
O: 4.95650 -5.68324 3.20973
C: 6.01781 -5.37790 4.08792
C: -1.46847 0.12265 1.94280
F: -2.14061 -0.03648 3.10280
F: -1.41452 -1.08986 1.34441
F: -0.19347 0.46078 2.25332
N: -6.38307 1.91138 2.07043
P: -6.28290 0.24463 1.70757
N: -7.90667 -0.15044 2.00701
O: -5.50061 -0.31408 3.07936
H: -1.78003 -1.71740 5.60819
H: -3.15056 -2.81716 5.67963
H: -2.28958 -2.40153 7.15733
H: -4.46414 -1.14523 6.97189
H: -3.92829 -0.45222 5.45191
H: -3.67584 1.02571 7.53082
H: -2.40858 -0.06468 8.05325
H: -0.90984 0.66470 6.38312
H: -2.20129 1.03033 5.27382
H: -0.80931 2.98735 6.56373
H: -2.08035 2.73138 7.74417
H: -2.93220 4.42598 6.28870
H: -3.75543 2.94502 5.83432
H: -1.75047 2.71833 4.08575
H: -1.54064 4.43097 4.39549
H: -3.85450 4.88171 3.64253
H: -2.92536 4.06674 2.41140
H: -4.00979 1.85650 3.57570
H: -5.21119 3.03439 4.08882
H: -5.45636 3.74461 1.68877
H: -4.82334 1.97863 0.00083
H: -3.57730 3.08709 0.58388
H: -1.67986 2.14991 1.42937
H: -2.52634 1.61412 -0.95741
H: -1.84161 0.02262 -0.73714
H: -0.23177 2.59154 -0.39000
H: -0.42919 1.81237 -1.93362
H: 1.49316 1.17461 0.12622
H: 0.46555 -0.22015 -0.08407
H: 0.93218 0.35899 -2.70303
H: 2.42571 0.95832 -2.01791
H: 1.31321 -1.86394 -1.92330
H: 2.79459 -1.29444 -2.67217
H: 3.81775 -0.85243 -0.50018
H: 2.35285 -1.30229 0.33847
H: 4.32033 -3.06418 -0.00196
H: 3.56926 -3.30590 -1.55683
H: 1.43589 -3.33263 0.37622
H: 2.00088 -4.67289 -0.58379
H: 3.26045 -3.85686 2.06716
H: 2.01648 -5.06661 1.90365
H: 4.18426 -5.64011 0.01185
H: 3.56320 -6.64932 1.31437
H: 6.00420 -6.13186 1.48299
H: 5.58990 -4.42143 1.70299
H: 5.71387 -4.57865 4.76748
H: 6.91068 -5.05368 3.54644
H: 6.27222 -6.26117 4.67627
H: -6.78491 2.01887 2.99759
H: -8.11080 -1.11163 1.76379
H: -8.23781 0.02210 2.94997
H: -4.71606 -0.82155 2.83277
C: 3.25089 0.88323 -9.01992
C: 3.21888 0.14947 -7.67441
C: 1.95297 -0.70234 -7.52805
C: 0.68584 0.12693 -7.33394
C: 0.82768 1.09119 -6.15873
C: 2.07074 1.98684 -6.24651
N: 3.25339 1.09786 -6.50803
O: 3.77471 0.60735 -5.45528
C: 1.90437 3.06660 -7.31796
C: 2.31295 2.67913 -4.91220
C: 4.46147 -0.72906 -7.58882
H: 3.61915 0.19208 -9.77831
H: 2.27634 1.23085 -9.35059
H: 3.92956 1.73533 -8.98268
H: 2.08412 -1.36221 -6.66507
H: 1.86751 -1.33972 -8.41232
H: 0.43654 0.67185 -8.24847
H: -0.15392 -0.54426 -7.14504
H: -0.04980 1.73935 -6.08460
H: 0.88369 0.51720 -5.22841
H: 2.84759 3.58805 -7.48533
H: 1.17376 3.79212 -6.95926
H: 1.54516 2.69060 -8.27008
H: 2.35425 1.96560 -4.09576
H: 1.49592 3.37893 -4.72369
H: 3.24987 3.23676 -4.92089
H: 5.36627 -0.12324 -7.65123
H: 4.44811 -1.42393 -8.43030
H: 4.49151 -1.29315 -6.66222

Multiplicity   2
Total energy   -66495.374 eV
Gap between HOMO and LUMO (spin up / spin down)   8.65 / 9.52 eV